This record from OMol25 describes a 5-piece molecular cluster, C22H56BrN2O20P4 overall. The level of theory is ωB97M-V with the def2-TZVPD basis set.

Positions of all 105 atoms, in Å:
C  -3.4016  -4.4648  2.5950
H  -6.9842  -4.8915  3.1645
O  -0.2704  1.4459  0.4868
O  5.8702  -3.5670  -0.4125
H  -1.6868  8.1082  -6.7873
O  -1.7009  1.2554  2.3753
C  2.5788  7.1201  -7.9141
O  4.9135  -1.7507  -1.5297
C  -2.8767  -3.1265  6.5293
H  6.0405  -2.4826  2.2809
C  6.6652  4.3967  -2.7960
C  -1.1578  -5.4766  4.3073
C  -3.9141  -5.9037  2.5735
O  -3.7605  -2.4706  5.6087
O  2.8321  7.9105  -6.7362
N  -4.2233  -3.7463  1.5643
H  -5.8901  -2.9418  2.5870
O  -1.4976  -4.2798  4.9451
C  2.3836  4.3290  -0.4325
H  2.2883  6.1030  -7.6407
Br  -9.4045  -4.5740  1.5641
H  4.6521  -2.8069  3.3370
O  3.4168  4.6418  -1.3640
H  -2.9309  2.9329  2.6552
O  -2.2264  1.5355  -0.6803
H  1.8000  7.5732  -8.5275
H  -1.5849  -3.3064  2.6614
H  -4.0275  -4.0854  0.6218
H  3.5000  7.0858  -8.4878
C  4.6895  -0.3252  -1.4877
H  -0.1522  -5.7748  4.6069
C  -2.4529  -4.4639  5.9766
H  -4.6552  -2.7252  5.8405
O  4.2636  -3.0838  1.3418
O  0.0626  7.9214  -5.7364
H  0.5088  -0.3020  1.3595
C  4.9583  -2.3739  2.3884
H  -1.7272  -4.3516  1.2811
H  -3.5974  2.4665  -1.8853
H  4.9358  0.0660  -2.4704
O  3.0763  2.5141  -2.3236
H  -4.0555  -6.1752  1.5218
N  -5.2332  -5.9402  3.1801
H  3.3198  2.3831  -4.4026
O  5.6390  4.4651  -1.7815
C  2.5673  2.6665  -3.6663
H  7.1531  3.4200  -2.7819
H  -2.0210  -2.4935  6.7374
H  -1.7974  2.5541  3.9601
H  1.6228  0.6771  0.3848
H  7.3974  5.1641  -2.5651
O  -1.1079  -5.3251  2.9061
H  -6.4051  -6.9766  1.3220
H  -4.3196  1.5228  -0.5687
C  0.7990  0.7139  1.0942
H  -3.9313  -2.7614  1.5678
C  -6.8727  -5.9972  1.3387
H  -6.8371  -5.4979  0.3734
P  4.3769  3.4156  -1.8130
P  1.6503  8.1209  -5.6573
O  4.7761  2.5089  -0.7034
H  -5.1955  -5.6546  4.1491
H  -3.6456  -3.9798  3.5415
C  3.0427  6.5936  -4.0752
H  2.7910  6.0317  -3.1805
H  3.6365  -0.1216  -1.2855
H  6.2539  4.5921  -3.7864
H  4.6952  -1.3155  2.3838
H  1.1297  1.2473  1.9865
H  4.7719  -5.3325  -0.2223
C  -1.8980  -4.3064  2.3612
H  -0.2870  7.7204  -7.7974
H  1.4333  4.1965  -0.9517
H  -3.4539  -3.3177  7.4344
H  -3.5544  3.1012  -0.2356
C  -6.1997  -5.1331  2.4500
C  -8.3164  -6.2061  1.7029
C  -0.6312  8.3056  -6.9440
H  -3.3596  -4.9420  5.5785
C  -5.6914  -3.7702  1.9151
P  -1.7813  0.9778  0.7712
C  -3.5027  2.1951  -0.8390
H  -3.2140  -6.5937  3.0230
O  1.9847  9.3071  -4.8704
H  -2.0723  -5.1335  6.7522
H  2.2445  3.6956  -3.8454
C  5.7924  -4.9636  -0.1237
H  6.1579  -5.1602  0.8848
C  -1.9213  2.5914  2.8823
H  3.7899  6.0335  -4.6461
O  3.2772  -3.2633  -0.7658
H  6.4351  -5.4750  -0.8365
H  2.2930  5.1734  0.2482
H  2.6134  3.4310  0.1404
O  -8.8096  -7.2025  2.0779
H  5.3054  0.1708  -0.7440
H  1.7125  2.0034  -3.7665
H  -1.1920  3.2865  2.4614
H  -6.2238  -3.5570  0.9915
H  3.4557  7.5591  -3.7848
P  4.5418  -2.6810  -0.2401
H  -1.8219  -6.2960  4.6073
O  -1.9840  -0.4864  0.7145
H  -0.4924  9.3692  -7.1439
O  1.8570  6.7336  -4.8594

Output
Energy = -6425.3780 hartree
Charge = +1
HOMO = -10.58 eV
2S+1 = 1
Frontier orbital gap = 7.8 eV